This record from OMol25 describes the molecule C8H9BrClIO2. The level of theory is ωB97M-V with the def2-TZVPD basis set.

```
22
Properties=species:S:1:pos:R:3:forces:R:3:mulliken_charge:R:1
C 0.743 0.381 -1.765 0.039 0.107 0.020 -1.988
C 0.628 -0.234 -0.387 -0.059 0.129 0.007 2.200
C 1.295 -1.593 -0.346 -0.097 0.076 0.127 -1.698
C 0.763 0.616 0.867 0.003 -0.086 -0.060 -0.697
C 0.602 2.071 0.633 0.258 -0.161 0.167 0.142
O 1.368 2.960 0.815 -0.145 -0.016 -0.062 -0.549
O -0.655 2.290 0.099 0.091 0.506 -0.193 -0.350
C -1.454 1.172 0.185 -0.572 -0.116 -0.013 0.736
Cl -2.671 1.490 1.490 0.203 -0.042 -0.224 -0.191
Br -2.459 0.984 -1.491 0.059 0.111 0.237 -0.079
C -0.570 -0.021 0.519 -0.010 -0.076 -0.078 0.277
C -1.176 -1.149 1.291 0.001 -0.148 -0.029 -1.857
I -2.312 -2.483 0.021 0.119 0.065 0.258 0.062
H 0.199 -0.228 -2.484 -0.016 0.006 -0.040 0.383
H 1.792 0.398 -2.057 0.089 -0.034 0.010 0.466
H 0.372 1.399 -1.825 -0.053 -0.002 -0.078 0.415
H 0.731 -2.305 -0.946 -0.026 -0.065 -0.011 0.331
H 1.391 -1.983 0.663 0.008 -0.091 0.072 0.313
H 2.295 -1.515 -0.768 0.086 0.035 -0.005 0.477
H 1.402 0.305 1.679 0.007 -0.052 0.054 0.497
H -1.870 -0.791 2.046 0.084 -0.121 -0.087 0.685
H -0.415 -1.763 1.762 -0.070 -0.026 -0.071 0.425
```
Forces are in eV/Å.

Output
SMILES string: CC1(C)[C@H]2C(=O)O[C@@](Cl)(Br)[C@]21CI
2S+1: 1
Total energy, hartree: -3792.6186
Gap between HOMO and LUMO, Ha: 0.3581

This record from OMol25 describes a cluster of 2 separate species, C2NO4 in total at a distorted geometry. The level of theory is ωB97M-V with the def2-TZVPD basis set.

```
7
Properties=species:S:1:pos:R:3:forces:R:3:mulliken_charge:R:1
C -1.640 0.109 0.022 -1.003 2.782 -5.463 0.739
C 1.123 0.085 0.025 0.329 -0.134 -0.680 0.853
N 0.953 -1.183 0.144 -1.255 0.068 0.453 -0.631
O 2.357 -0.540 -0.155 0.667 1.159 -0.172 -0.477
O -1.881 0.556 -1.031 0.107 -0.488 -0.045 -0.445
O 0.672 1.234 -0.073 0.671 -1.136 0.491 -0.715
O -1.584 -0.261 1.068 0.484 -2.252 5.416 -0.324
```
Forces are in eV/Å.

Output
Total charge: -1
2S+1: 1
Total energy, hartree: -431.9336
Gap between HOMO and LUMO, Ha: 0.2592

This record from OMol25 describes the ion C5H7Br2N2 with charge +1 at a distorted geometry. The level of theory is ωB97M-V with the def2-TZVPD basis set.

```
16
Properties=species:S:1:pos:R:3:forces:R:3:mulliken_charge:R:1
C 0.116 0.881 -0.880 -3.565 0.422 -4.311 -0.823
N -0.728 0.600 0.322 3.251 -1.084 0.048 0.065
C 0.013 -0.588 0.892 0.413 -2.207 -1.246 -0.584
C -0.590 -1.829 0.286 2.311 -2.923 0.054 0.005
N -1.774 -1.955 -0.102 -0.054 -1.245 -0.138 -0.369
C -2.636 -0.935 0.064 1.040 5.775 -0.043 0.355
Br -4.422 -1.202 -0.064 -0.960 -0.440 -0.006 -0.046
C -2.161 0.411 0.162 -1.430 -2.973 -0.051 -0.177
Br -3.085 2.038 0.147 0.096 -0.547 -0.040 0.012
H -0.338 0.272 -1.793 1.188 0.584 2.182 0.334
H -0.015 1.864 -1.307 -0.349 0.671 0.586 0.366
H 1.139 0.746 -0.760 1.530 -0.576 0.615 0.381
H -0.540 1.244 1.072 -0.315 1.245 -0.050 0.379
H -0.098 -0.563 1.935 -0.202 -0.210 1.633 0.456
H 1.124 -0.702 0.632 -1.663 1.127 0.395 0.308
H 0.093 -2.797 0.140 -1.292 2.380 0.372 0.339
```
Forces are in eV/Å.

Output
Total charge: +1
SMILES string: C[N@@H+]1CC=NC(Br)=C1Br
2S+1: 1
Total energy, hartree: -5451.9037
Gap between HOMO and LUMO, Ha: 0.3064

This record from OMol25 describes a cluster of 2 separate species, C5H4N2O4 in total at a distorted geometry. The level of theory is ωB97M-V with the def2-TZVPD basis set.

```
15
Properties=species:S:1:pos:R:3:forces:R:3:mulliken_charge:R:1
C -0.881 1.256 -0.327 2.679 -0.552 -3.512 0.064
C -1.874 -0.789 0.562 2.360 -1.346 -1.528 0.375
C 0.335 -0.803 -0.605 -1.686 -2.387 0.591 0.539
C 3.154 0.395 0.509 0.940 -2.003 1.763 0.754
C -0.775 -1.522 0.083 2.142 1.512 -1.094 -0.772
N -1.893 0.615 0.147 -2.345 2.046 2.427 -0.128
N 0.068 0.532 -0.986 -1.261 1.636 1.385 -0.159
O 2.431 1.169 0.091 -0.927 2.160 -1.137 -0.407
O -2.764 -1.144 1.259 -2.402 -0.277 1.546 -0.611
O 1.428 -1.237 -0.900 0.557 -0.380 -0.168 -0.656
O 3.810 -0.381 1.062 0.353 0.072 -0.433 -0.368
H -0.560 2.297 -0.512 -1.833 0.002 0.947 0.345
H -0.573 -2.565 0.380 -0.311 0.873 -0.128 0.371
H -2.713 1.086 0.656 1.822 -0.584 -1.075 0.309
H 0.808 1.089 -1.419 -0.087 -0.774 0.414 0.343
```
Forces are in eV/Å.

Output
2S+1: 1
Total energy, hartree: -603.4200
Gap between HOMO and LUMO, Ha: 0.2902

| no. | HOMO energy (hartree) |
| --- | --- |
| 1 | -0.3520 |
| 2 | -0.1203 |
| 3 | -0.4805 |
| 4 | -0.3018 |